A molecular structure, C14H19NO5S3Ti. Source: the Open Molecules 2025 dataset; level of theory: wB97M-V/def2-TZVPD.

Geometry as XYZ:
```
43
Properties=species:S:1:pos:R:3
Ti 0.024 1.201 0.560
C 1.363 3.537 3.850
C 0.804 2.366 3.094
S -0.693 2.656 2.204
C 1.393 1.152 3.123
C 2.639 0.879 3.917
S 0.747 -0.218 2.205
H 0.741 4.409 3.680
H 2.376 3.755 3.511
H 1.398 3.332 4.919
H 2.535 1.227 4.944
H 3.484 1.401 3.465
H 2.840 -0.190 3.920
C -2.201 -6.070 -1.714
C -1.808 -4.626 -1.658
C -0.852 -4.194 -0.740
C -0.498 -2.859 -0.661
C -1.093 -1.953 -1.522
C -2.028 -2.358 -2.453
C -2.381 -3.695 -2.518
S -0.674 -0.232 -1.382
O -1.113 0.502 -2.546
O -1.381 0.204 -0.116
N 0.836 -0.065 -0.990
C 1.701 0.766 -1.781
C 1.922 2.114 -1.034
O 2.412 3.074 -1.574
O 1.519 2.077 0.199
H -2.242 -6.489 -0.711
H -1.468 -6.642 -2.283
H -3.170 -6.198 -2.189
H -0.391 -4.912 -0.079
H 0.226 -2.504 0.059
H -2.472 -1.618 -3.099
H -3.115 -4.016 -3.240
H 1.276 0.977 -2.772
H 2.680 0.283 -1.910
C -0.813 4.168 -0.984
O -0.897 2.741 -0.973
H -1.816 4.608 -0.938
H -0.288 4.521 -1.875
H -0.255 4.456 -0.090
H -1.269 2.434 -1.818
```

Results
E_HOMO = -7.563 eV
F_max = 0.08435 hartree/bohr
LUMO energy = -0.3 eV
Energy relative to the best compared isomer or geometry (same formula, charge and spin) = 28.2 kcal/mol
Total charge = 0

=====

A molecular structure, C35H48Cl2N4O5PtS2Te. Source: the Open Molecules 2025 dataset; level of theory: wB97M-V/def2-TZVPD.

Geometry as XYZ:
```
98
Properties=species:S:1:pos:R:3
Pt 2.311 1.378 -0.172
C 0.490 -5.101 1.189
C 1.087 -3.787 1.617
C 0.633 -3.127 2.754
C 1.148 -1.889 3.112
C 2.132 -1.300 2.330
C 2.602 -1.949 1.197
C 2.082 -3.186 0.851
S 2.808 0.276 2.823
O 3.893 -0.008 3.733
O 1.662 0.992 3.361
N 3.356 1.017 1.539
C 4.789 0.955 1.236
C 5.047 0.651 -0.236
O 6.180 0.350 -0.598
O 4.036 0.757 -1.039
H -0.072 -5.564 2.000
H 1.264 -5.797 0.864
H -0.191 -4.957 0.346
H -0.136 -3.585 3.369
H 0.795 -1.375 3.997
H 3.337 -1.477 0.556
H 2.435 -3.670 -0.052
H 5.317 0.231 1.853
H 5.251 1.929 1.427
Cl 1.305 1.971 -2.188
C -1.363 2.906 -3.944
Cl -1.382 1.933 -5.341
H -0.562 3.622 -3.876
H -1.884 2.524 -3.081
C 5.091 0.088 -3.955
N 4.584 -1.247 -3.646
C 5.530 -2.070 -2.914
C 3.259 -1.521 -3.643
S 2.527 -2.593 -2.577
N 2.520 -0.842 -4.570
C 1.072 -0.842 -4.480
C 3.029 -0.621 -5.912
H 5.630 0.457 -3.083
H 4.266 0.764 -4.154
H 5.766 0.062 -4.819
H 6.425 -2.204 -3.529
H 5.085 -3.036 -2.700
H 5.818 -1.581 -1.981
H 0.762 -0.571 -3.475
H 0.651 -1.819 -4.743
H 0.698 -0.084 -5.167
H 4.069 -0.924 -5.981
H 2.948 0.431 -6.199
H 2.449 -1.217 -6.625
C 1.062 4.243 1.461
C 0.346 2.937 1.451
O -0.716 2.754 2.242
N 0.652 1.909 0.776
Te -0.869 0.741 1.772
C -2.660 0.749 3.054
C -3.391 -0.444 2.907
C -2.967 -1.582 2.003
C -4.562 -0.634 3.637
C -5.025 0.312 4.535
C -6.311 0.116 5.289
C -4.246 1.442 4.731
C -3.065 1.676 4.029
C -2.303 2.920 4.418
C -1.992 0.665 -0.021
C -3.131 1.436 -0.257
C -3.668 2.477 0.692
C -3.832 1.215 -1.443
C -3.430 0.270 -2.375
C -4.230 0.022 -3.625
C -2.269 -0.452 -2.124
C -1.539 -0.279 -0.956
C -0.306 -1.111 -0.736
H 0.612 4.935 2.169
H 1.050 4.663 0.456
H 2.102 4.055 1.728
H -1.930 -1.885 2.178
H -3.064 -1.336 0.944
H -3.591 -2.453 2.197
H -5.119 -1.555 3.499
H -6.647 -0.919 5.232
H -7.104 0.746 4.878
H -6.196 0.380 6.341
H -4.555 2.171 5.474
H -2.679 3.285 5.374
H -2.423 3.710 3.676
H -1.236 2.736 4.510
H -2.877 2.991 1.233
H -4.333 2.025 1.432
H -4.242 3.217 0.133
H -4.722 1.805 -1.636
H -5.058 0.725 -3.709
H -4.642 -0.989 -3.622
H -3.605 0.121 -4.513
H -1.919 -1.176 -2.852
H -0.178 -1.838 -1.537
H -0.336 -1.661 0.211
H 0.594 -0.488 -0.732
```

Results
E_HOMO (alpha / beta) = -5.189 / -5.188 eV
F_max = 0.00570 hartree/bohr
LUMO energy (alpha / beta) = 2.0 / 2.0 eV
Expectation value of S² = 0.75
Spin multiplicity = 2
Energy relative to the best compared isomer or geometry (same formula, charge and spin) = 0.0 kcal/mol
Total charge = -1

=====

2 unconnected molecules or ions with the total composition C4H9N7. Source: the Open Molecules 2025 dataset; level of theory: wB97M-V/def2-TZVPD.

Geometry as XYZ:
```
20
Properties=species:S:1:pos:R:3
C 1.526 -0.627 -0.337
C -1.806 0.571 -0.286
C 0.652 -0.294 2.414
C -0.532 -0.447 1.459
N 1.977 -1.320 -1.381
N 1.366 0.628 -0.857
N 2.187 -0.549 -2.503
N 1.780 0.612 -2.108
N -1.537 1.603 -1.022
N -2.599 -0.426 -0.391
N -1.021 0.605 0.908
H 1.397 0.301 1.867
H 1.150 -1.289 2.431
H 0.405 0.061 3.376
H -1.119 -1.411 1.296
H -1.888 1.685 -2.033
H -0.520 1.665 -1.141
H -3.149 -0.534 -1.252
H 2.295 -2.296 -1.562
H -0.565 1.460 1.122
```

Results
E_HOMO (alpha / beta) = -5.647 / -9.184 eV
F_max = 0.13340 hartree/bohr
LUMO energy (alpha / beta) = 0.8 / -3.1 eV
Expectation value of S² = 2.01
Spin multiplicity = 3
Energy relative to the best compared isomer or geometry (same formula, charge and spin) = 0.0 kcal/mol
Total charge = 0

=====

A molecular structure, C25H52IO20P. Source: the Open Molecules 2025 dataset; level of theory: wB97M-V/def2-TZVPD.

Geometry as XYZ:
```
99
Properties=species:S:1:pos:R:3
C -0.270 1.342 1.698
O 0.595 2.021 0.717
C 0.126 1.824 -0.667
C -1.379 2.461 -0.961
C -1.310 4.101 -0.892
C -2.817 4.692 -0.477
C -2.914 4.745 1.171
C -4.429 5.193 1.715
C -5.562 4.063 1.227
C -5.352 2.601 1.938
C -5.910 1.323 1.054
O -5.679 1.444 -0.394
P -7.085 2.020 -1.246
O -8.176 2.717 -0.312
O -7.835 0.809 -2.269
O -6.494 3.273 -2.357
I -7.843 4.764 -2.548
H 0.335 0.552 2.356
H -1.165 0.741 1.226
H -0.648 2.174 2.449
H 0.154 0.701 -1.024
H 0.861 2.433 -1.381
H -2.194 1.985 -0.238
H -1.689 2.166 -2.050
H -0.499 4.369 -0.068
H -0.966 4.489 -1.956
H -2.956 5.806 -0.852
H -3.584 3.938 -0.972
H -2.580 3.697 1.578
H -2.126 5.549 1.519
H -4.475 5.346 2.875
H -4.724 6.195 1.139
H -6.615 4.510 1.540
H -5.508 4.061 0.057
H -4.229 2.420 2.234
H -5.979 2.626 2.950
H -5.267 0.383 1.412
H -7.036 1.027 1.318
H -7.068 0.398 -2.798
C -5.199 -0.306 7.550
O -5.552 0.035 6.211
C -6.882 -0.033 5.950
O -7.753 -0.351 6.744
O -7.074 0.313 4.652
C -8.437 0.286 4.233
H -4.113 -0.217 7.646
H -5.665 0.385 8.260
H -5.480 -1.340 7.772
H -9.033 1.000 4.811
H -8.848 -0.725 4.323
H -8.474 0.580 3.181
C 2.823 -0.742 -1.046
O 2.442 -1.268 -2.315
C 2.469 -2.623 -2.389
O 2.782 -3.384 -1.487
O 2.087 -2.984 -3.640
C 2.069 -4.392 -3.864
H 2.765 0.349 -1.101
H 2.137 -1.084 -0.264
H 3.854 -1.020 -0.806
H 1.353 -4.881 -3.196
H 3.070 -4.817 -3.738
H 1.750 -4.566 -4.896
C -1.041 -1.911 11.918
O -0.264 -2.553 10.909
C -0.539 -2.141 9.646
O -1.366 -1.300 9.330
O 0.266 -2.826 8.795
C 0.085 -2.493 7.420
H -0.738 -2.317 12.887
H -0.854 -0.833 11.922
H -2.107 -2.120 11.775
H 0.317 -1.438 7.244
H -0.935 -2.725 7.097
H 0.778 -3.100 6.831
C 8.914 -2.019 -5.149
O 8.307 -1.130 -4.214
C 6.962 -1.010 -4.350
O 6.271 -1.584 -5.177
O 6.519 -0.142 -3.406
C 5.111 0.082 -3.429
H 9.989 -2.037 -4.949
H 8.524 -3.034 -5.026
H 8.761 -1.665 -6.174
H 4.568 -0.849 -3.237
H 4.806 0.520 -4.385
H 4.868 0.792 -2.633
C 11.614 -4.791 -10.384
O 11.007 -3.902 -9.449
C 9.662 -3.783 -9.584
O 8.971 -4.356 -10.412
O 9.219 -2.914 -8.640
C 7.811 -2.690 -8.664
H 12.689 -4.810 -10.184
H 11.224 -5.807 -10.261
H 11.461 -4.438 -11.409
H 7.268 -3.621 -8.472
H 7.506 -2.252 -9.620
H 7.568 -1.981 -7.868
```

Results
E_HOMO = -9.769 eV
F_max = 0.12036 hartree/bohr
LUMO energy = -1.4 eV
Total charge = 0

=====

A molecular structure, C31H23BrN4O4RhS. Source: the Open Molecules 2025 dataset; level of theory: wB97M-V/def2-TZVPD.

Geometry as XYZ:
```
65
Properties=species:S:1:pos:R:3
Rh -0.532 0.297 0.040
C 0.328 0.316 4.355
O 1.505 0.610 3.540
C 1.098 0.506 2.295
N -0.157 0.381 2.063
C -0.866 0.372 3.374
C -1.864 -0.751 3.596
C -2.010 -1.281 4.875
C -2.936 -2.284 5.123
C -3.723 -2.774 4.093
C -3.594 -2.238 2.820
C -2.681 -1.224 2.576
C 2.050 0.525 1.182
C 3.415 0.746 1.210
C 4.092 0.785 -0.005
C 3.408 0.638 -1.206
C 2.042 0.424 -1.149
N 1.419 0.339 0.024
C 1.082 0.317 -2.256
N -0.175 0.223 -2.032
C -0.845 0.045 -3.357
C 0.316 0.342 -4.328
O 1.517 0.311 -3.497
C -2.095 0.881 -3.547
C -2.275 1.734 -4.631
C -3.461 2.442 -4.777
C -4.479 2.297 -3.850
C -4.321 1.414 -2.791
C -3.143 0.700 -2.648
H 0.287 1.043 5.159
H 0.477 -0.687 4.750
H -1.376 1.338 3.445
H -1.416 -0.914 5.704
H -3.037 -2.682 6.124
H -4.436 -3.565 4.282
H -4.203 -2.608 2.005
H -2.622 -0.807 1.587
H 3.927 0.889 2.151
H 5.160 0.953 -0.015
H 3.911 0.701 -2.160
H -1.125 -1.011 -3.423
H 0.270 1.335 -4.763
H 0.433 -0.409 -5.102
H -1.509 1.860 -5.384
H -3.586 3.103 -5.624
H -5.401 2.851 -3.965
H -5.125 1.261 -2.083
H -3.053 -0.028 -1.857
S -0.427 -2.063 0.081
C -1.909 -2.282 -0.675
N -2.931 -2.412 -1.199
Br -2.669 7.460 -0.216
C -3.355 5.714 0.018
C -4.717 5.534 0.202
C -5.223 4.252 0.374
C -4.373 3.159 0.356
C -3.009 3.358 0.169
C -2.489 4.637 -0.001
C -2.101 2.198 0.134
O -0.843 2.347 -0.021
O -2.534 1.013 0.251
H -5.377 6.390 0.213
H -6.285 4.112 0.520
H -4.750 2.154 0.487
H -1.427 4.777 -0.149
```

Results
E_HOMO = -11.345 eV
F_max = 0.00850 hartree/bohr
LUMO energy = -4.2 eV
Energy relative to the best compared isomer or geometry (same formula, charge and spin) = 0.0 kcal/mol
Total charge = +1

=====

A molecular structure, C7H12BNO. Source: the Open Molecules 2025 dataset; level of theory: wB97M-V/def2-TZVPD.

Geometry as XYZ:
```
22
Properties=species:S:1:pos:R:3
B 0.161 -0.007 -0.129
C -2.088 -0.498 -1.520
C 1.739 -1.993 0.676
C -1.477 -0.656 0.932
C -0.421 -1.586 1.539
C -1.302 -0.540 -0.482
C 0.203 2.567 0.077
C 0.792 1.361 -0.549
N 0.681 -1.243 0.636
O -0.715 -3.018 1.702
H -3.054 -0.839 -1.598
H -1.601 -0.098 -2.544
H 2.634 -1.615 0.120
H 1.635 -2.796 1.296
H -2.312 -0.344 1.478
H 0.132 -1.430 2.551
H -0.896 2.584 -0.255
H 0.228 2.588 1.171
H 0.687 3.485 -0.245
H 0.590 1.487 -1.605
H 1.844 1.200 -0.642
H -1.159 -3.240 0.831
```

Results
E_HOMO (alpha / beta) = -6.977 / -6.975 eV
F_max = 0.09835 hartree/bohr
LUMO energy (alpha / beta) = -0.1 / -0.1 eV
Energy relative to the best compared isomer or geometry (same formula, charge and spin) = 77.9 kcal/mol
Total charge = 0

=====

- total charge of number 3 (C4H9N7)?
  0

=====

- What is the F_max in the first record?
  0.08435 hartree/bohr